--- w ---
C11H15N | ωB97M-V/def2-TZVPD

```
27
Properties=species:S:1:pos:R:3
C 1.5747 2.2166 -0.5549
C 0.1830 1.7156 -0.7671
C -0.4005 1.4578 -1.9100
N -1.5244 0.6496 -1.7769
C -1.9020 0.6426 -0.2811
C -2.9518 0.0681 0.2982
C -2.7532 -0.1517 1.6680
C -1.6314 0.3004 2.3332
C -0.6219 0.9473 1.6642
C -0.6653 1.1550 0.2810
H 1.6778 3.2390 -1.0076
H 2.3811 1.6415 -0.9448
H 1.9208 2.4153 0.4604
H -0.2388 1.7980 -2.9434
H -2.1045 0.6332 -2.6140
H -3.6996 -0.4114 -0.3314
H -3.5439 -0.5087 2.4123
H -1.6592 0.1810 3.3788
H 0.3780 1.1160 2.1810
C 1.6179 -2.7363 0.4322
C 2.2957 -2.0119 -0.7383
H 1.8727 -2.4160 1.4463
H 0.5271 -2.5588 0.1507
H 1.8067 -3.8077 0.2599
H 2.1678 -2.5717 -1.7478
H 3.4005 -2.0321 -0.5523
H 1.8926 -0.9706 -0.7966
```

Summary:
Total charge: 0
Orbital gap: 8.83 eV
HOMO energy: -7.9 eV
SMILES: Cc1c[nH]c2ccccc12.CC
E_LUMO: 0.97 eV

---

--- x ---
C11H15N | ωB97M-V/def2-TZVPD

```
27
Properties=species:S:1:pos:R:3
C 2.2449 0.8058 0.2927
C 1.1656 0.4643 1.3607
C 1.0895 1.1577 2.5723
N 0.0751 0.6913 3.4224
C -0.5663 -0.3332 2.7831
C -1.5799 -1.1738 3.0374
C -2.1107 -2.0832 2.1027
C -1.5319 -2.1894 0.8400
C -0.5606 -1.2243 0.4401
C 0.0681 -0.4582 1.4624
H 2.9258 1.4995 0.6335
H 1.8274 1.0902 -0.6936
H 2.6119 -0.1348 0.0666
H 1.6911 2.0527 3.0427
H -0.1708 1.2392 4.2497
H -2.0531 -1.4130 3.9706
H -2.8310 -2.7776 2.6164
H -1.7326 -3.0070 0.3001
H -0.0682 -1.2128 -0.5738
C 0.5263 0.5192 -3.7027
C -0.6515 1.1520 -4.3312
H 0.5914 0.7338 -2.7503
H 0.6459 -0.5764 -3.9641
H 1.4133 1.0697 -3.8912
H -0.5340 1.5023 -5.3025
H -0.9818 2.1832 -3.8002
H -1.5040 0.4229 -4.1837
```

Summary:
Total charge: 0
Orbital gap: 8.58 eV
HOMO energy: -7.7 eV
SMILES: Cc1c[nH]c2ccccc12.CC
E_LUMO: 0.92 eV

---

Stability verdict: w, ahead by 0.0296 hartree

---

--- w ---
C4H13N2O2 | ωB97M-V/def2-TZVPD

```
21
Properties=species:S:1:pos:R:3
N -0.1977 3.4494 -0.9264
C 0.5301 2.1791 -0.6604
C -0.4860 1.0819 -0.9211
N -0.1744 -0.1844 -0.6979
C 1.0164 -0.6198 -0.0136
C -1.2085 -1.2195 -0.7865
O -1.5755 1.4754 -1.3481
H 0.1640 3.8327 -1.7892
H -0.0118 4.1279 -0.1974
H -1.1651 3.1216 -1.1207
H 0.9715 2.2056 0.2949
H 1.4010 2.1263 -1.2542
H 1.3127 -1.6437 -0.2281
H 1.8631 0.0689 -0.0609
H 0.8921 -0.7252 1.0790
H -0.8553 -2.0404 -1.4101
H -1.4496 -1.5940 0.2068
H -2.0545 -0.8342 -1.3463
H 0.1154 -5.5779 3.3055
H 0.3820 -4.5056 4.3960
O 0.5301 -4.7241 3.4786
```

Summary:
Total charge: +1
Orbital gap: 10.12 eV
HOMO energy: -13.5 eV
E_LUMO: -3.43 eV

---

--- x ---
C4H13N2O2 | ωB97M-V/def2-TZVPD

```
21
Properties=species:S:1:pos:R:3
O 0.4252 1.8199 0.7268
C -0.5842 1.7374 0.0545
N -1.5899 2.6351 0.0077
C -0.6372 0.5347 -0.8952
N 0.4265 -0.4414 -0.5778
C -0.0664 -1.1640 0.6179
C -1.2221 -2.1185 0.4876
H -2.3688 2.5335 -0.6082
H -1.4131 3.4824 0.5214
H -1.6575 0.1270 -0.9594
H -0.4338 1.1877 -1.8530
H 1.2671 0.2202 -0.4744
H 0.5955 -1.0161 -1.4055
H -0.2611 -0.4151 1.3986
H 0.7425 -1.7376 1.0599
H -2.2065 -1.9080 0.9386
H -0.8984 -3.1882 0.6526
H -1.5182 -2.3802 -0.5842
H 3.4766 -0.0633 1.0524
H 4.4048 0.1091 -0.2609
O 3.5191 0.0456 0.1004
```

Summary:
Total charge: +1
Orbital gap: 11.46 eV
HOMO energy: -14.4 eV
E_LUMO: -2.93 eV

---

Stability verdict: w, ahead by 0.0024 hartree

---

--- w ---
H8O4 | ωB97M-V/def2-TZVPD

```
12
Properties=species:S:1:pos:R:3
O -2.2064 0.2549 -1.2668
H -1.6494 -0.5409 -1.2830
H -1.8074 0.8385 -0.6082
O -0.5417 -1.6402 1.6262
H 0.0355 -1.2655 2.2916
H -0.3316 -1.1876 0.7714
O 2.0807 -0.8947 1.8322
H 1.7052 -1.1318 0.9893
H 3.0125 -0.7236 1.7512
O 0.0986 2.0662 -1.7077
H -0.4639 1.4017 -2.0832
H 0.0679 2.8231 -2.3131
```

Summary:
Total charge: 0
Orbital gap: 11.80 eV
HOMO energy: -11.5 eV
SMILES: O.O.O.O
E_LUMO: 0.27 eV

---

--- x ---
H8O4 | ωB97M-V/def2-TZVPD

```
12
Properties=species:S:1:pos:R:3
O -0.3301 0.5559 2.2083
H -0.2051 0.9189 1.3313
H -0.5021 -0.3551 1.9593
O 0.1549 0.7669 -0.4867
H 0.6639 1.2849 -1.0777
H 0.7269 0.0799 -0.1987
O 1.6709 -1.3981 0.6693
H 1.8249 -1.8861 1.4533
H 1.9399 -1.8171 -0.1387
O -2.3161 0.7489 -1.7767
H -2.1211 0.4459 -2.6467
H -1.5071 0.6549 -1.2967
```

Summary:
Total charge: 0
Orbital gap: 11.03 eV
HOMO energy: -10.9 eV
SMILES: O.O.O.O
E_LUMO: 0.17 eV

---

Stability verdict: x, ahead by 0.0086 hartree

---

--- w ---
H8O4 | ωB97M-V/def2-TZVPD

```
12
Properties=species:S:1:pos:R:3
O -2.7086 -2.1216 -2.5008
H -3.0565 -2.9112 -2.0865
H -2.2972 -1.6366 -1.7854
O 1.8673 1.8030 3.0392
H 1.9260 1.1074 3.6941
H 1.4391 2.5271 3.4958
O 1.9309 -0.8777 -1.7960
H 2.5749 -0.2293 -2.0805
H 1.1755 -0.3597 -1.5180
O -0.9334 0.5996 0.2631
H -1.4658 1.3918 0.1913
H -0.4523 0.7073 1.0836
```

Summary:
Total charge: 0
Orbital gap: 11.63 eV
HOMO energy: -11.2 eV
SMILES: O.O.O.O
E_LUMO: 0.43 eV

---

--- x ---
H8O4 | ωB97M-V/def2-TZVPD

```
12
Properties=species:S:1:pos:R:3
O 1.7009 2.3001 -1.4148
H 1.5397 2.5501 -0.4980
H 1.0061 1.6610 -1.6092
O -0.5865 -2.8911 -0.1316
H -0.5449 -3.3649 0.7068
H -0.4390 -1.9702 0.1119
O -1.8447 -0.6432 -0.0166
H -1.4538 -0.4349 -0.8726
H -2.7848 -0.4697 -0.1397
O 1.2014 0.8706 0.9642
H 0.8506 1.7669 1.0160
H 1.3550 0.6254 1.8836
```

Summary:
Total charge: 0
Orbital gap: 10.98 eV
HOMO energy: -10.7 eV
SMILES: O.O.O.O
E_LUMO: 0.30 eV

---

Stability verdict: w, ahead by 0.0157 hartree

---

--- w ---
H8O4 | ωB97M-V/def2-TZVPD

```
12
Properties=species:S:1:pos:R:3
O -4.2078 2.3444 0.3160
H -3.9824 1.4381 0.1059
H -5.1590 2.3844 0.2162
O 3.5157 1.7474 -0.8375
H 3.3689 1.0134 -0.2408
H 2.6443 2.1150 -0.9846
O -1.7886 -1.2679 -0.4735
H -0.9155 -1.4410 -0.1216
H -1.8170 -1.7562 -1.2963
O 2.5367 -1.9035 1.0075
H 2.7344 -2.6969 0.5099
H 3.0702 -1.9772 1.7988
```

Summary:
Total charge: 0
Orbital gap: 11.78 eV
HOMO energy: -11.4 eV
SMILES: O.O.O.O
E_LUMO: 0.42 eV

---

--- x ---
H8O4 | ωB97M-V/def2-TZVPD

```
12
Properties=species:S:1:pos:R:3
O 1.5602 -0.6415 1.3884
H 1.8424 0.0973 0.8642
H 1.9121 -1.4096 0.9941
O -1.7116 1.6079 2.0050
H -1.6639 0.9424 1.3365
H -2.0448 2.3070 1.4302
O 0.4144 -0.6219 -2.4904
H 0.9069 -0.0145 -1.9501
H 0.0927 -0.1346 -3.2554
O -0.8140 -0.5481 0.0205
H -0.0168 -0.7385 0.5153
H -0.4776 -0.8457 -0.8583
```

Summary:
Total charge: 0
Orbital gap: 10.97 eV
HOMO energy: -10.8 eV
SMILES: O.O.O.O
E_LUMO: 0.15 eV

---

Stability verdict: x, ahead by 0.0019 hartree